Density functional theory data (the ωB97M-V functional and the def2-TZVPD basis) for a cluster of 2 separate species, C36H24F4O2 in total at a distorted geometry.

Output
ΔE to the lowest compared entry with this formula, charge and spin   51.5 kcal/mol
HOMO-LUMO gap   3.0 eV

```
! RIJCOSX wB97M-V def2-TZVPD def2/J DEFGRID3
* xyz 0 1
F -2.882 -3.805 -2.743
C -2.170 -4.112 -1.606
C -1.536 -5.352 -1.548
C -0.798 -5.610 -0.392
F -0.135 -6.816 -0.315
C -0.688 -4.713 0.658
C -1.382 -3.464 0.602
C -1.325 -2.538 1.693
C -1.808 -1.230 1.661
C -1.554 -0.269 2.635
C -2.053 1.070 2.633
C -1.783 1.942 3.733
C -2.296 3.228 3.739
F -2.051 4.042 4.824
C -3.069 3.750 2.700
C -3.307 2.895 1.624
F -4.081 3.367 0.587
C -2.817 1.598 1.552
C -2.101 -3.168 -0.591
H -1.615 -6.073 -2.354
H -0.051 -4.944 1.510
H -0.759 -2.855 2.572
H -2.439 -0.940 0.816
H -0.920 -0.547 3.478
H -1.188 1.587 4.573
H -3.460 4.761 2.725
H -3.032 0.986 0.679
H -2.574 -2.199 -0.723
C -7.344 -4.717 1.145
C -7.492 -3.686 2.080
C -6.503 -3.479 3.037
C -5.403 -4.364 3.121
C -4.414 -4.214 4.186
C -3.838 -2.880 4.356
C -2.701 -2.680 5.303
C -1.600 -3.535 5.290
C -0.560 -3.337 6.202
C -0.642 -2.276 7.118
C -1.725 -1.384 7.087
C -2.733 -1.563 6.141
O -4.230 -1.915 3.686
C -4.435 -5.156 5.299
C -5.145 -6.517 5.205
C -6.508 -6.611 4.918
C -7.142 -7.861 4.865
C -6.444 -9.012 5.246
C -5.121 -8.902 5.704
C -4.491 -7.656 5.702
O -3.976 -4.882 6.415
C -5.269 -5.400 2.173
C -6.222 -5.557 1.171
H -8.110 -4.861 0.386
H -8.370 -3.038 2.073
H -6.570 -2.657 3.753
H -1.573 -4.361 4.578
H 0.296 -4.017 6.217
H 0.149 -2.131 7.859
H -1.789 -0.553 7.795
H -3.566 -0.864 6.060
H -7.084 -5.703 4.740
H -8.184 -7.932 4.538
H -6.934 -9.989 5.211
H -4.594 -9.789 6.063
H -3.485 -7.558 6.106
H -4.393 -6.055 2.248
H -6.086 -6.343 0.425
*
```